Record 1
105
Properties=species:S:1:pos:R:3 method="wB97M-V/def2-TZVPD" homo_lumo_gap_ev=6.9 homo_ev=-9.6 total_charge=+1 energy_ha=-4304.0060
Ti -0.093 -0.053 -0.164
C -2.085 -2.554 1.515
C -3.053 -1.464 1.976
C -2.577 -0.027 1.729
N -2.019 0.232 0.412
C -2.783 0.577 -0.626
C -4.182 0.495 -0.596
C -5.138 0.680 -1.581
C -4.993 1.056 -2.904
C -3.807 1.428 -3.514
C -2.527 1.514 -2.998
C -2.002 1.183 -1.743
N -0.728 1.408 -1.394
C 0.162 2.316 -2.093
C 1.434 1.632 -2.568
C 2.420 1.196 -1.483
N 1.883 0.177 -0.587
C 2.668 -0.682 0.034
C 4.083 -0.584 -0.019
C 5.063 -1.510 0.252
C 4.950 -2.819 0.716
C 3.798 -3.390 1.207
C 2.532 -2.839 1.375
C 1.973 -1.630 0.948
N 0.752 -1.213 1.325
C 0.161 -1.738 2.556
C -0.906 -2.832 2.450
H -1.714 -2.301 0.520
H -2.641 -3.485 1.389
H -3.252 -1.566 3.047
H -4.007 -1.618 1.465
H -1.795 0.229 2.446
H -3.394 0.675 1.926
H -4.589 0.190 0.359
H -6.155 0.481 -1.260
H -5.889 1.084 -3.509
H -3.887 1.706 -4.559
H -1.792 1.859 -3.713
H 0.413 3.122 -1.392
H -0.332 2.790 -2.942
H 1.971 2.310 -3.236
H 1.139 0.765 -3.150
H 2.717 2.074 -0.894
H 3.314 0.816 -1.981
H 4.448 0.371 -0.370
H 6.072 -1.172 0.043
H 5.853 -3.413 0.747
H 3.893 -4.411 1.563
H 1.830 -3.491 1.881
H -0.272 -0.883 3.083
H 0.967 -2.100 3.204
H -1.287 -2.986 3.465
H -0.440 -3.776 2.158
O -0.292 -1.386 -1.304
C -0.171 -2.292 -2.411
C -1.235 -1.933 -3.434
C -2.571 -2.035 -3.165
C -3.395 -1.756 -4.282
C -2.666 -1.440 -5.387
S -0.991 -1.492 -5.076
C 1.257 -2.276 -2.941
C 1.840 -1.468 -3.876
C 3.219 -1.732 -4.079
C 3.662 -2.752 -3.294
S 2.417 -3.398 -2.333
C -0.460 -3.690 -1.880
C -0.035 -4.189 -0.688
C -0.278 -5.582 -0.548
C -0.863 -6.110 -1.658
S -1.136 -4.926 -2.859
H -2.949 -2.316 -2.190
H -4.474 -1.804 -4.265
H -3.019 -1.194 -6.375
H 1.323 -0.702 -4.430
H 3.839 -1.194 -4.781
H 4.653 -3.172 -3.240
H 0.448 -3.573 0.052
H -0.028 -6.160 0.330
H -1.171 -7.128 -1.830
C 1.629 4.443 4.666
N 1.396 3.180 3.992
N 0.681 3.114 2.814
C 0.896 1.900 2.213
O 0.298 1.599 1.151
C 1.800 1.202 3.060
C 2.092 2.030 4.114
C 3.001 1.794 5.270
C -0.151 4.170 2.354
C -1.195 4.624 3.145
C -1.991 5.664 2.687
C -1.755 6.223 1.439
C -0.716 5.750 0.649
C 0.098 4.727 1.109
H 1.677 5.248 3.935
H 2.583 4.383 5.181
H 0.844 4.665 5.388
H 2.197 0.220 2.886
H 3.265 0.740 5.312
H 2.527 2.072 6.211
H 3.924 2.368 5.171
H -1.391 4.158 4.103
H -2.804 6.027 3.301
H -2.381 7.030 1.082
H -0.531 6.186 -0.324
H 0.925 4.357 0.519

Record 2
60
Properties=species:S:1:pos:R:3 method="wB97M-V/def2-TZVPD" homo_lumo_gap_ev=5.8 homo_ev=-10.7 total_charge=+1 energy_ha=-5694.4993
Ta 4.721 -20.355 2.153
Cl 9.375 -15.446 0.505
C 7.920 -16.404 0.503
C 7.590 -17.137 1.652
C 6.538 -18.026 1.567
N 6.115 -18.894 2.562
C 6.343 -18.531 3.860
O 6.815 -17.491 4.242
C 5.813 -19.498 4.882
C 6.007 -19.330 6.243
C 5.501 -20.331 7.092
C 4.958 -21.473 6.526
C 4.769 -21.516 5.162
N 5.174 -20.539 4.336
C 5.752 -18.066 0.376
C 6.058 -17.300 -0.722
C 7.195 -16.511 -0.691
Cl 7.716 -15.779 -2.112
N 4.830 -19.125 0.523
C 3.755 -19.126 -0.394
O 3.509 -18.187 -1.099
C 2.998 -20.415 -0.460
C 2.235 -20.746 -1.560
C 1.689 -22.007 -1.647
C 2.059 -22.960 -0.723
C 2.897 -22.561 0.331
N 3.326 -21.325 0.505
H 8.230 -16.922 2.466
H 6.532 -18.492 6.653
H 5.616 -20.221 8.152
H 4.621 -22.350 7.041
H 4.296 -22.428 4.716
H 5.521 -17.408 -1.672
H 2.031 -20.014 -2.331
H 1.065 -22.257 -2.472
H 1.768 -24.009 -0.865
H 3.150 -23.314 1.035
F 11.491 -22.498 0.978
C 10.199 -22.471 1.267
C 9.584 -23.543 1.880
F 10.286 -24.581 2.233
C 8.199 -23.479 2.084
F 7.530 -24.543 2.565
C 7.433 -22.421 1.645
S 5.691 -22.559 1.622
C 8.064 -21.392 0.977
F 7.364 -20.423 0.353
C 9.428 -21.362 0.788
F 9.947 -20.328 0.104
Cl 3.322 -17.257 2.570
C 2.236 -18.552 3.049
C 2.665 -19.861 2.905
C 1.823 -20.861 3.343
Cl 2.296 -22.520 3.208
C 0.573 -20.598 3.891
Cl -0.466 -21.970 4.210
C 0.098 -19.292 3.896
Cl -1.584 -18.955 4.124
C 0.927 -18.246 3.509
Cl 0.463 -16.615 3.718

Record 3
37
Properties=species:S:1:pos:R:3 method="wB97M-V/def2-TZVPD" homo_lumo_gap_ev=9.1 homo_ev=-11.6 total_charge=+1 energy_ha=-745.1857
C 0.645 1.445 4.120
C -0.028 0.757 2.933
C 0.433 1.409 1.598
C -0.420 0.995 0.415
C -0.989 1.908 -0.399
N -1.582 1.600 -1.636
N -0.502 -0.448 0.206
N 0.285 -0.710 2.862
H 0.358 2.528 4.131
H 0.338 0.998 5.046
H 1.761 1.390 4.091
H -1.114 0.841 2.988
H 0.454 2.459 1.727
H 1.464 1.126 1.399
H -0.830 2.970 -0.151
H -2.133 2.297 -2.077
H -2.022 0.696 -1.719
H 0.217 -0.761 -0.374
H -1.396 -0.754 -0.196
H -0.341 -0.955 1.177
H 1.320 -0.869 2.675
H -0.038 -1.203 3.676
H -3.605 -1.497 -1.491
H -2.230 -1.775 -2.107
O -2.659 -1.144 -1.492
H 2.547 -0.837 0.279
H 3.736 -0.565 1.079
O 2.831 -0.786 1.152
H 2.172 -1.914 -1.811
H 1.681 -0.517 -2.056
O 1.837 -1.088 -1.336
H 1.346 1.158 -3.787
H 0.178 0.959 -2.833
O 0.881 0.504 -3.249
H -0.863 -2.360 -3.908
H -1.481 -3.611 -3.379
O -1.236 -2.734 -3.126

Record 4
162
Properties=species:S:1:pos:R:3 method="wB97M-V/def2-TZVPD" homo_lumo_gap_ev=6.2 homo_ev=-8.2 total_charge=0 energy_ha=-4119.5934
C 4.140 -1.642 3.949
Si 5.003 -1.140 2.279
C 6.216 -2.495 1.650
C 3.608 -0.822 0.959
C 2.509 -2.033 1.060
C 1.360 -1.712 -0.019
C 0.343 -2.926 -0.329
C 0.865 -4.382 0.105
C 0.578 -4.784 1.634
C -0.884 -4.363 2.181
C -0.672 -3.156 3.220
C -2.025 -2.337 3.543
C -2.301 -1.969 5.034
N -3.441 -1.208 5.482
C -4.268 -0.822 4.368
C -5.547 0.063 4.700
O -5.756 0.449 6.080
C -6.561 0.571 3.650
C -6.269 0.157 2.139
S -7.467 0.797 0.872
C -6.907 2.527 0.427
O -8.837 0.772 1.521
O -7.414 -0.114 -0.330
C -5.020 -0.706 1.805
C -3.986 -1.216 2.896
N -2.851 -1.974 2.438
C 5.873 0.534 2.598
C 6.336 0.843 4.066
C 7.015 2.173 4.487
C 7.276 3.294 3.407
C 6.843 2.988 1.943
C 6.149 1.631 1.525
H 3.415 -0.816 4.320
H 3.465 -2.544 3.702
H 4.943 -1.874 4.730
H 6.332 -2.461 0.498
H 5.811 -3.520 1.986
H 7.261 -2.360 2.098
H 4.082 -0.742 -0.079
H 3.143 0.205 1.203
H 3.098 -2.993 0.868
H 2.072 -1.945 2.117
H 0.729 -0.847 0.426
H 1.854 -1.293 -0.967
H -0.679 -2.628 0.084
H 0.219 -2.957 -1.482
H 1.987 -4.544 -0.107
H 0.314 -5.161 -0.554
H 1.370 -4.237 2.285
H 0.781 -5.911 1.822
H -1.616 -4.131 1.329
H -1.292 -5.287 2.754
H 0.023 -2.392 2.691
H -0.232 -3.563 4.193
H -1.539 -2.311 5.828
H -5.247 1.296 6.159
H -7.467 1.226 3.937
H -7.719 3.055 -0.177
H -5.938 2.395 -0.164
H -6.642 3.046 1.413
H -4.849 -0.954 0.690
H 6.164 0.045 4.865
H 7.353 2.383 5.555
H 7.768 4.289 3.666
H 7.045 3.772 1.125
H 5.858 1.468 0.429
C -4.389 -0.702 -2.265
C -2.985 -1.065 -2.043
N -1.880 -1.341 -1.869
H -4.972 -0.766 -1.343
H -4.485 0.321 -2.638
H -4.866 -1.358 -2.994
C 9.368 -2.311 -0.637
C 8.768 -0.976 -0.544
N 8.299 0.074 -0.472
H 10.339 -2.349 -0.142
H 8.736 -3.069 -0.171
H 9.523 -2.611 -1.676
C -9.486 -1.797 -2.303
C -8.120 -1.612 -2.797
N -7.045 -1.468 -3.183
H -9.652 -1.257 -1.367
H -10.227 -1.435 -3.021
H -9.707 -2.850 -2.112
C -1.254 1.610 5.394
C 0.117 1.843 4.927
N 1.194 2.025 4.560
H -1.465 2.160 6.314
H -1.990 1.927 4.651
H -1.442 0.554 5.597
C -7.566 2.591 -3.766
C -6.313 3.217 -3.331
N -5.329 3.708 -2.987
H -7.587 2.444 -4.849
H -7.707 1.610 -3.303
H -8.433 3.202 -3.504
C 11.447 2.398 -1.647
C 12.111 1.310 -0.923
N 12.630 0.454 -0.352
H 10.480 2.084 -2.047
H 11.265 3.260 -1.001
H 12.048 2.747 -2.489
C -6.938 -3.706 2.691
C -7.613 -4.925 2.234
N -8.143 -5.882 1.875
H -7.040 -3.570 3.770
H -5.869 -3.729 2.466
H -7.351 -2.814 2.212
C 3.221 4.552 3.433
C 4.449 5.338 3.280
N 5.415 5.953 3.161
H 3.435 3.533 3.767
H 2.546 4.999 4.166
H 2.673 4.476 2.490
C -2.751 2.441 -4.943
C -2.390 2.492 -6.363
N -2.107 2.532 -7.479
H -1.896 2.669 -4.302
H -3.538 3.160 -4.702
H -3.116 1.452 -4.656
C 7.014 6.130 -1.266
C 8.408 5.690 -1.373
N 9.503 5.345 -1.457
H 6.933 7.220 -1.290
H 6.406 5.742 -2.087
H 6.555 5.791 -0.334
C -4.087 2.745 -9.951
C -4.983 3.195 -11.021
N -5.687 3.548 -11.862
H -3.697 3.585 -9.372
H -4.598 2.080 -9.251
H -3.227 2.199 -10.348
C -13.834 -1.292 -3.715
C -12.581 -0.546 -3.866
N -11.596 0.040 -3.985
H -13.654 -2.318 -3.384
H -14.494 -0.824 -2.980
H -14.385 -1.347 -4.657
C -4.764 -1.042 -11.898
C -3.514 -0.415 -11.460
N -2.530 0.077 -11.115
H -4.783 -1.187 -12.981
H -4.906 -2.022 -11.436
H -5.632 -0.431 -11.637
C -6.671 1.786 9.703
C -5.299 2.023 9.243
N -4.222 2.209 8.879
H -6.888 2.338 10.620
H -7.405 2.096 8.955
H -6.847 0.728 9.911
C 12.898 0.814 -5.029
C 12.297 2.148 -4.937
N 11.825 3.196 -4.866
H 13.872 0.777 -4.534
H 12.267 0.055 -4.561
H 13.051 0.513 -6.069
C 10.059 -4.560 3.050
C 10.375 -4.469 1.622
N 10.623 -4.397 0.499
H 10.940 -4.373 3.669
H 9.297 -3.832 3.340
H 9.680 -5.550 3.315

Record 5
9
Properties=species:S:1:pos:R:3 method="wB97M-V/def2-TZVPD" homo_lumo_gap_ev=9.8 homo_ev=-9.7 total_charge=0 energy_ha=-1042.2458 smiles="OOP(O)(O)=S"
O 1.527 -0.929 0.555
O 0.208 -1.346 0.560
P -0.777 0.440 -0.058
O -0.717 0.233 -1.592
O 0.454 1.405 0.197
S -2.509 0.706 0.758
H 1.649 -0.643 1.538
H -1.088 -0.594 -2.058
H 1.255 0.726 0.100

Record 6
16
Properties=species:S:1:pos:R:3 method="wB97M-V/def2-TZVPD" homo_lumo_gap_ev=10.1 homo_ev=-9.1 total_charge=0 energy_ha=-305.0263 smiles="CC=O.NCN"
C -0.560 -3.293 -0.554
C -0.301 -1.834 -0.304
O 0.517 -1.433 0.477
H -0.108 -3.866 0.260
H -1.622 -3.537 -0.534
H -0.172 -3.640 -1.507
H -1.006 -1.134 -0.795
N -0.489 1.982 -0.879
C 0.373 2.540 0.180
N 0.545 1.673 1.305
H 0.078 1.713 -1.669
H -1.238 2.577 -1.203
H -0.055 3.476 0.543
H 1.375 2.728 -0.218
H 0.810 0.784 0.876
H -0.369 1.470 1.691

In order of appearance, energy relative to the best compared isomer or geometry (same formula, charge and spin) = 66.5; 0.0; 138.2; 760.4; 309.4; 127.0 kJ/mol.